[1]
The following is a DFT calculation (ωB97M-V with the def2-TZVPD basis set) of one molecule with the formula C18H19N3OS.

Geometry (Å):
S: -0.747 -2.584 -0.025
C: -0.965 -0.949 -0.458
N: -2.023 -0.350 -0.965
C: -3.294 -0.938 -1.154
C: -3.294 -2.051 -1.998
C: -4.592 -2.554 -2.352
C: -5.767 -1.963 -1.958
C: -5.777 -0.858 -1.046
C: -4.487 -0.422 -0.624
N: 0.025 0.010 -0.053
N: -0.139 1.373 0.112
C: 0.959 1.847 0.611
C: 1.330 3.308 0.791
C: 1.639 3.561 2.264
C: 2.499 2.420 2.863
C: 2.247 0.932 2.468
C: 1.984 0.861 1.017
C: 1.307 -0.455 0.499
C: 2.148 -1.133 -0.507
C: 3.306 -1.810 -0.217
C: 3.780 -2.348 -1.464
C: 2.913 -1.941 -2.424
O: 2.008 -1.047 -1.900
H: -1.947 0.673 -0.899
H: -2.352 -2.455 -2.356
H: -4.629 -3.475 -2.905
H: -6.762 -2.143 -2.382
H: -6.577 -0.409 -0.593
H: -4.328 0.367 0.097
H: 2.201 3.457 0.163
H: 0.500 3.967 0.448
H: 0.662 3.595 2.731
H: 2.200 4.520 2.439
H: 2.585 2.650 3.964
H: 3.475 2.492 2.404
H: 3.204 0.385 2.671
H: 1.462 0.465 3.199
H: 2.804 1.130 0.422
H: 1.017 -1.168 1.309
H: 3.635 -2.036 0.798
H: 4.781 -2.857 -1.526
H: 3.008 -2.068 -3.463

## Properties
LUMO energy   0.59 eV
SMILES   S=C(Nc1ccccc1)N1N=C2CCCC[C@H]2[C@@H]1c1ccco1

[2]
The following is a DFT calculation (ωB97M-V with the def2-TZVPD basis set) of one molecule with the formula C18H19N5O.

Geometry (Å):
C: -1.037 2.676 3.020
N: -0.512 1.481 2.172
C: 0.660 1.320 1.577
O: 1.797 1.677 1.929
N: 0.469 0.559 0.434
C: 1.341 0.284 -0.586
C: 1.799 1.426 -1.321
C: 2.737 1.330 -2.250
C: 3.197 -0.016 -2.548
C: 2.779 -1.152 -1.953
C: 3.219 -2.513 -2.278
C: 2.852 -3.567 -1.592
C: 2.071 -3.344 -0.483
C: 1.578 -2.144 -0.113
C: 1.872 -0.982 -0.879
C: -0.758 -0.027 0.279
N: -1.627 0.208 -0.908
C: -2.795 -0.553 -1.150
N: -3.359 -0.130 -2.155
C: -2.654 0.986 -2.592
N: -1.626 1.263 -1.794
C: -1.485 0.555 1.630
C: -2.871 1.163 1.383
C: -1.632 -0.613 2.680
H: -0.235 3.407 3.021
H: -1.395 2.349 3.998
H: -1.823 3.201 2.519
H: 1.344 2.398 -1.115
H: 3.300 2.051 -2.870
H: 3.948 -0.171 -3.331
H: 3.855 -2.536 -3.179
H: 3.183 -4.556 -1.916
H: 1.874 -4.155 0.251
H: 0.978 -2.348 0.824
H: -0.572 -1.032 0.352
H: -3.237 -1.381 -0.551
H: -2.856 1.637 -3.423
H: -3.242 1.420 2.406
H: -2.720 2.059 0.793
H: -3.553 0.460 0.940
H: -2.012 -0.217 3.678
H: -2.242 -1.412 2.336
H: -0.610 -1.062 2.763

## Properties
LUMO energy   0.30 eV
SMILES   CN1C(=O)N(c2cccc3ccccc23)[C@H](n2cncn2)C1(C)C

[3]
The following is a DFT calculation (ωB97M-V with the def2-TZVPD basis set) of one molecule with the formula C18H19N5O3.

Geometry (Å):
C: -1.067 -7.322 -2.924
O: -1.580 -6.306 -3.538
C: -1.385 -4.930 -2.971
C: -0.532 -4.638 -2.003
C: -0.403 -3.420 -1.214
C: -1.117 -2.252 -1.683
C: -0.841 -1.000 -1.099
N: -0.129 -0.845 -0.259
N: 0.160 0.344 0.439
C: -0.127 1.405 0.050
O: -1.013 1.792 -0.725
C: 0.389 2.642 0.949
C: 1.104 2.632 2.297
C: 1.231 3.905 2.566
C: 1.869 4.600 3.455
C: 2.849 3.643 4.511
C: 3.220 4.736 5.459
C: 2.770 5.902 5.019
N: 2.151 5.742 3.962
C: 1.512 6.991 3.230
N: 0.373 4.710 1.804
N: 0.219 3.805 0.718
C: -1.652 -2.514 -2.919
C: -1.892 -3.733 -3.470
O: -2.860 -3.723 -4.586
C: -3.051 -4.951 -5.113
H: 0.059 -7.313 -3.086
H: -1.381 -7.329 -1.952
H: -1.198 -8.045 -3.521
H: -0.082 -5.507 -1.314
H: 0.201 -3.372 -0.103
H: -1.457 -0.278 -1.678
H: 0.893 0.208 1.389
H: 1.653 1.785 2.609
H: 2.693 2.657 4.618
H: 4.088 4.427 6.073
H: 3.126 6.708 5.583
H: 2.166 7.589 2.962
H: 0.778 6.675 2.389
H: 0.740 7.514 3.998
H: -0.680 4.111 -0.013
H: -2.162 -1.646 -3.393
H: -3.661 -4.483 -6.011
H: -3.703 -5.505 -4.848
H: -2.267 -5.411 -5.658

## Properties
LUMO energy   0.13 eV
SMILES   COc1ccc(/C=N/NC(=O)c2cc(-c3cccn3C)n[nH]2)cc1OC

[4]
The following is a DFT calculation (ωB97M-V with the def2-TZVPD basis set) of one molecule with the formula C18H19N5O3S2.

Geometry (Å):
C: -6.377 -0.362 -0.714
C: -5.714 -1.237 0.346
C: -6.567 -2.467 0.638
C: -4.317 -1.675 -0.118
C: -3.377 -0.535 -0.223
N: -3.374 0.500 0.528
N: -2.431 1.390 0.261
C: -1.661 1.053 -0.715
N: -0.622 1.779 -1.216
C: 0.005 2.897 -0.699
O: 0.736 3.546 -1.412
C: -0.416 3.352 0.680
S: -0.225 2.126 2.017
C: 1.235 1.347 1.472
N: 1.709 1.722 0.331
C: 2.845 1.159 -0.148
O: 3.237 1.646 -1.328
C: 3.507 0.150 0.515
C: 4.737 -0.466 -0.007
C: 5.721 0.314 -0.612
C: 6.878 -0.268 -1.092
C: 7.072 -1.634 -0.978
C: 6.100 -2.416 -0.377
C: 4.941 -1.839 0.107
C: 2.977 -0.307 1.780
O: 3.410 -1.175 2.504
N: 1.810 0.383 2.204
S: -2.088 -0.500 -1.436
H: -6.488 -0.910 -1.648
H: -5.783 0.529 -0.900
H: -7.363 -0.049 -0.381
H: -5.596 -0.652 1.261
H: -7.557 -2.167 0.972
H: -6.115 -3.078 1.416
H: -6.679 -3.076 -0.257
H: -4.381 -2.180 -1.085
H: -3.905 -2.390 0.602
H: -0.272 1.494 -2.124
H: 0.176 4.230 0.940
H: -1.481 3.588 0.681
H: 2.634 2.368 -1.579
H: 5.582 1.381 -0.696
H: 7.635 0.349 -1.555
H: 7.978 -2.087 -1.354
H: 6.246 -3.482 -0.283
H: 4.190 -2.453 0.578
H: 1.429 0.105 3.101

## Properties
LUMO energy   0.22 eV
SMILES   CC(C)Cc1nnc(NC(=O)CSc2nc(O)c(-c3ccccc3)c(=O)[nH]2)s1

[5]
The following is a DFT calculation (ωB97M-V with the def2-TZVPD basis set) of one molecule with the formula C18H19N5O4S2.

Geometry (Å):
C: -4.484 2.891 -0.893
C: -4.555 4.384 -0.573
C: -3.221 5.022 -0.677
N: -2.910 5.945 -1.504
N: -1.650 6.365 -1.430
C: -0.965 5.755 -0.522
N: 0.353 5.957 -0.270
S: 1.092 5.427 1.170
O: 2.352 6.100 1.176
O: 0.187 5.615 2.259
C: 1.303 3.699 0.821
C: 0.589 2.747 1.523
C: 0.740 1.409 1.215
C: 1.617 1.025 0.197
N: 1.820 -0.297 -0.167
C: 1.200 -1.436 0.341
O: 0.353 -1.409 1.201
N: 1.674 -2.567 -0.262
C: 1.297 -3.900 -0.029
C: 1.937 -4.890 -0.764
C: 1.620 -6.226 -0.593
C: 0.646 -6.595 0.327
O: 0.251 -7.874 0.580
C: 0.862 -8.920 -0.135
C: 0.005 -5.598 1.065
C: 0.321 -4.269 0.894
C: 2.339 2.005 -0.495
C: 2.181 3.339 -0.184
S: -1.866 4.545 0.364
H: -4.118 2.740 -1.906
H: -5.471 2.444 -0.809
H: -3.812 2.388 -0.202
H: -4.937 4.519 0.442
H: -5.223 4.893 -1.269
H: 0.780 6.735 -0.749
H: -0.078 3.067 2.307
H: 0.188 0.655 1.750
H: 2.499 -0.425 -0.904
H: 2.393 -2.469 -0.965
H: 2.698 -4.620 -1.484
H: 2.141 -6.963 -1.184
H: 0.688 -8.827 -1.212
H: 1.939 -8.965 0.058
H: 0.395 -9.835 0.226
H: -0.749 -5.895 1.776
H: -0.182 -3.512 1.470
H: 3.024 1.713 -1.278
H: 2.733 4.108 -0.701

## Properties
LUMO energy   0.15 eV
SMILES   CCc1nnc(NS(=O)(=O)c2ccc(NC(=O)Nc3ccc(OC)cc3)cc2)s1

[6]
The following is a DFT calculation (ωB97M-V with the def2-TZVPD basis set) of one molecule with the formula C18H19N5OS.

Geometry (Å):
C: -3.859 -0.482 1.106
C: -2.756 0.475 0.769
C: -3.024 1.628 0.039
C: -2.026 2.533 -0.254
C: -0.715 2.306 0.164
N: 0.272 3.230 -0.188
C: 1.554 3.210 0.484
C: 2.389 2.117 -0.089
N: 3.026 1.171 0.561
C: 3.576 0.420 -0.422
S: 4.495 -1.026 -0.105
C: 3.580 -1.573 1.370
C: 2.099 -1.899 1.162
O: 1.393 -2.093 2.126
N: 1.697 -1.947 -0.127
C: 0.387 -2.091 -0.607
C: -0.588 -2.789 0.094
C: -1.860 -2.903 -0.437
C: -2.170 -2.324 -1.655
C: -1.196 -1.631 -2.354
C: 0.080 -1.518 -1.838
N: 3.310 0.853 -1.637
N: 2.561 1.944 -1.415
C: -0.439 1.144 0.876
C: -1.451 0.251 1.178
H: -4.283 -0.907 0.197
H: -3.487 -1.293 1.726
H: -4.659 0.029 1.641
H: -4.034 1.826 -0.293
H: -2.257 3.433 -0.808
H: -0.099 4.154 -0.355
H: 1.474 3.051 1.568
H: 2.057 4.167 0.310
H: 3.656 -0.797 2.132
H: 4.092 -2.468 1.726
H: 2.386 -1.708 -0.831
H: -0.347 -3.232 1.046
H: -2.614 -3.453 0.106
H: -3.165 -2.416 -2.063
H: -1.430 -1.177 -3.306
H: 0.846 -0.983 -2.382
H: 2.177 2.474 -2.181
H: 0.561 0.924 1.216
H: -1.208 -0.631 1.750

## Properties
LUMO energy   0.59 eV
SMILES   Cc1ccc(NCc2nc(SCC(=O)Nc3ccccc3)n[nH]2)cc1

[7]
The following is a DFT calculation (ωB97M-V with the def2-TZVPD basis set) of one molecule with the formula C18H19N5OS.

Geometry (Å):
O: -1.208 0.208 1.841
C: -0.258 0.490 2.502
C: -0.464 1.050 3.808
C: -1.792 1.360 4.188
C: -2.002 1.832 5.462
C: -0.934 2.070 6.311
C: 0.354 1.664 5.963
C: 0.655 1.113 4.642
C: 1.990 0.875 4.104
N: 2.190 0.492 2.867
N: 1.043 0.329 2.009
C: 1.254 -0.168 0.607
C: 0.647 0.749 -0.474
N: 0.657 1.987 -0.142
N: 0.008 2.663 -1.083
C: -0.548 1.730 -1.976
S: -1.701 2.277 -2.979
N: 0.078 0.512 -1.648
C: -0.291 -0.830 -2.162
C: 0.850 -1.847 -2.231
C: 0.430 -2.774 -3.425
C: 0.868 -2.025 -4.606
C: 0.085 -0.739 -4.643
C: -0.924 -1.117 -3.610
C: -1.091 -2.623 -3.554
H: -2.618 1.298 3.460
H: -2.899 2.281 5.874
H: -1.225 2.705 7.131
H: 1.083 1.902 6.687
H: 2.864 0.948 4.681
H: 0.727 -1.193 0.664
H: 2.340 -0.379 0.310
H: -0.476 3.577 -0.995
H: -1.039 -1.169 -1.447
H: 1.773 -1.321 -2.414
H: 1.045 -2.444 -1.342
H: 0.647 -3.911 -3.378
H: 0.756 -2.653 -5.528
H: 1.970 -1.775 -4.513
H: -0.411 -0.611 -5.607
H: 0.711 0.092 -4.439
H: -1.929 -0.589 -3.792
H: -1.531 -3.072 -4.447
H: -1.682 -2.967 -2.677

## Properties
LUMO energy   0.06 eV
SMILES   O=c1c2ccccc2cnn1Cc1n[nH]c(=S)n1[C@@H]1C[C@@H]2CC[C@H]1C2

[8]
The following is a DFT calculation (ωB97M-V with the def2-TZVPD basis set) of C18H20BF6MnN9O4S2 as an isolated structure.

Geometry (Å):
Mn: 0.660 -0.834 -0.901
C: -0.667 0.622 -3.731
C: -1.239 1.163 -2.482
C: -2.190 2.174 -2.282
C: -2.359 2.255 -0.917
N: -1.573 1.339 -0.323
N: -0.874 0.680 -1.287
B: -1.246 0.999 1.148
N: 0.196 1.500 1.357
C: 0.617 2.568 2.071
C: 1.913 2.833 1.722
C: 2.237 1.880 0.724
C: 3.486 1.853 -0.046
N: 1.175 1.079 0.540
N: -1.330 -0.547 1.267
C: -2.146 -1.244 2.076
C: -2.192 -2.552 1.649
C: -1.360 -2.609 0.530
C: -1.166 -3.777 -0.354
N: -0.814 -1.389 0.325
N: -2.109 1.589 2.246
C: -3.374 2.101 2.344
C: -3.658 2.273 3.671
C: -2.480 1.844 4.363
C: -2.215 1.794 5.801
N: -1.591 1.445 3.460
H: -1.451 0.246 -4.389
H: 0.029 -0.186 -3.495
H: -0.138 1.402 -4.274
H: -2.681 2.755 -3.033
H: -2.992 2.916 -0.361
H: -0.001 3.072 2.782
H: 2.539 3.615 2.099
H: 4.124 2.679 0.260
H: 3.279 1.931 -1.115
H: 4.039 0.918 0.077
H: -2.641 -0.805 2.917
H: -2.757 -3.360 2.068
H: -2.051 -4.408 -0.315
H: -0.330 -4.377 -0.004
H: -0.990 -3.478 -1.384
H: -3.994 2.290 1.493
H: -4.546 2.675 4.115
H: -2.896 2.429 6.364
H: -1.176 2.049 6.007
H: -2.346 0.769 6.168
F: 4.646 -0.638 -4.771
C: 3.662 -0.108 -4.090
F: 2.511 -0.313 -4.723
F: 3.846 1.198 -3.956
S: 3.439 -0.856 -2.380
O: 2.141 -0.254 -1.988
O: 4.524 -0.514 -1.545
N: 3.203 -2.393 -2.607
S: 1.888 -2.909 -1.940
O: 1.768 -2.496 -0.543
O: 0.680 -2.534 -2.632
C: 2.183 -4.768 -1.953
F: 1.080 -5.432 -1.645
F: 2.604 -5.138 -3.139
F: 3.104 -5.010 -1.042

## Properties
LUMO energy (alpha / beta)   -9.40 / -10.44 eV
2S+1   6
Net charge   +2
<S²>   8.85

Respective relative energy (zero: lowest compared OMol25 entry of this formula, charge and spin) values: 101.6; 86.4; 477.7; 0.0; 22.3; 0.0; 90.5; 37.1 kcal per mole.